Formula: C2H2F4O
Source: the OMol25 dataset
Level of theory: the ωB97M-V functional and the def2-TZVPD basis

CARTESIAN COORDINATES (ANGSTROEM)
1 C 0.901 -0.025 -0.001
2 C -1.515 -0.327 0.120
3 O 1.099 1.112 0.154
4 F 1.070 -1.006 0.889
5 F -1.977 0.296 -0.895
6 F -1.579 0.458 1.202
7 F 2.870 1.315 -1.115
8 H 0.678 -0.523 -0.903
9 H -1.546 -1.300 0.548

As for the orbital gap (alpha / beta): 5.768 / 11.633 eV. The energy above the lowest of the compared OMol25 structures with the same formula, charge and spin is 140.2 kcal/mol. Its net charge is 0. Its LUMO energy (alpha / beta) is -3.3 / -0.5 eV. The value obtained for the strongest force on any atom is 0.0694 hartree/bohr. The spin multiplicity is 1. Its highest occupied orbital energy (alpha / beta) is -9.095 / -12.175 eV.


Formula: C5H9N
Source: the OMol25 dataset
Level of theory: the ωB97M-V functional and the def2-TZVPD basis

CARTESIAN COORDINATES (ANGSTROEM)
1 C 2.271 0.538 -0.122
2 C 1.234 -0.397 -0.732
3 C -0.168 -0.159 -0.324
4 C -2.502 -0.424 1.131
5 C -2.569 0.400 0.045
6 N -2.255 1.008 -0.926
7 H 2.295 0.446 0.969
8 H 3.269 0.301 -0.502
9 H 2.053 1.582 -0.370
10 H 1.471 -1.451 -0.512
11 H 1.252 -0.342 -1.832
12 H -0.399 0.619 0.381
13 H -0.915 -0.831 -0.697
14 H -2.406 0.006 2.122
15 H -2.914 -1.426 1.067

As for the orbital gap (alpha / beta): 7.230 / 8.996 eV. The energy above the lowest of the compared OMol25 structures with the same formula, charge and spin is 98.8 kcal/mol. Its net charge is 0. Its LUMO energy (alpha / beta) is -0.9 / 0.2 eV. The value obtained for the strongest force on any atom is 0.0282 hartree/bohr. The spin multiplicity is 1. Its highest occupied orbital energy (alpha / beta) is -8.144 / -8.841 eV.


Formula: H26O13
Source: the OMol25 dataset
Level of theory: the ωB97M-V functional and the def2-TZVPD basis

CARTESIAN COORDINATES (ANGSTROEM)
1 O 2.246 -1.306 0.157
2 H 1.483 -1.876 0.062
3 H 2.777 -1.486 -0.619
4 O -1.907 0.618 1.534
5 H -1.645 0.288 0.675
6 H -2.851 0.461 1.574
7 O -1.203 2.932 0.441
8 H -0.713 2.744 -0.360
9 H -1.332 2.077 0.850
10 O -0.704 -1.618 1.847
11 H -1.592 -1.974 1.846
12 H -0.825 -0.672 1.928
13 O -0.671 1.819 2.451
14 H -0.757 1.413 3.313
15 H -1.300 1.353 1.901
16 O 1.475 0.391 -1.981
17 H 0.694 -0.163 -1.996
18 H 1.657 0.573 -2.903
19 O 0.078 1.877 -0.957
20 H 0.682 1.578 -1.636
21 H 0.168 1.232 -0.255
22 O -0.087 -0.741 -2.193
23 H -0.452 -1.318 -1.523
24 H -0.817 -0.177 -2.449
25 O 1.537 -1.889 -1.643
26 H 0.862 -1.912 -0.964
27 H 1.056 -2.006 -2.463
28 O -1.585 -0.150 -0.253
29 H -2.515 -0.369 -0.198
30 H -1.498 0.318 -1.082
31 O 2.706 1.521 0.888
32 H 1.893 1.174 0.520
33 H 2.484 1.743 1.792
34 O 0.174 0.318 0.376
35 H 0.462 -0.452 -0.115
36 H -0.775 0.216 0.446
37 O 0.395 -1.996 0.010
38 H 0.748 -2.788 0.415
39 H -0.348 -1.754 0.563

As for the orbital gap: 6.778 eV. The energy above the lowest of the compared OMol25 structures with the same formula, charge and spin is 730.8 kcal/mol. Its net charge is 0. Its LUMO energy is -1.9 eV. The value obtained for the strongest force on any atom is 0.3510 hartree/bohr. The spin multiplicity is 1. Its highest occupied orbital energy is -8.664 eV.